156
Properties=species:S:1:pos:R:3:forces:R:3 method="wB97M-V/def2-TZVPD" total_charge=-1 spin_multiplicity=2 lumo_energy_ev="1.00 / 0.98" homo_lumo_gap_ev="2.5 / 8.7"
C -13.97641 2.40850 -4.22894 -1.27 -0.21 -0.68
C -13.75305 2.09114 -2.77947 0.63 1.63 -0.31
C -14.62362 1.02373 -2.15744 0.70 0.47 -0.72
O -14.41251 0.99525 -0.77966 1.72 0.03 0.00
C -14.64444 -0.28855 -0.29585 -1.27 -1.16 2.16
N -12.25291 1.76369 -2.71821 -1.12 -2.06 1.19
H -11.52838 2.36155 -3.08934 -0.19 1.86 0.41
H -12.07980 1.45788 -1.77131 0.59 0.35 0.63
H -12.02528 0.92885 -3.23909 -0.58 -1.31 -0.70
H -13.06949 2.73190 -4.73984 -0.23 0.62 0.24
H -14.80768 3.11101 -4.28868 0.34 0.37 -0.29
H -14.30929 1.56294 -4.83086 0.00 -0.32 0.38
H -13.92766 2.96468 -2.15136 0.65 0.37 -0.15
H -14.27189 0.15129 -2.70812 -0.70 -0.85 0.36
H -15.69058 1.24065 -2.20863 -0.01 0.03 -1.31
H -14.83743 -1.03169 -1.06954 0.29 0.09 0.16
H -15.48572 -0.27773 0.39713 -0.85 0.16 -0.46
H -13.94345 -0.63184 0.46499 1.06 0.13 -0.69
C -19.10670 2.06461 0.06037 0.82 0.36 1.97
C -19.04742 3.57497 0.20752 0.71 -1.15 -1.65
C -17.62396 4.16555 0.09609 -0.13 1.20 -1.02
O -16.99068 3.92336 -1.17683 -0.62 -0.21 0.73
C -16.13549 4.98608 -1.63599 -0.60 -0.73 -0.50
N -19.79711 4.04880 -1.03331 -0.45 1.20 0.71
H -19.68437 5.05006 -1.10311 0.13 0.41 -0.59
H -19.57653 3.57497 -1.89756 0.94 -0.40 -0.55
H -20.79358 3.88427 -1.02520 -0.68 -0.29 0.70
H -18.40047 1.77543 -0.71790 -0.56 -0.23 -0.14
H -20.12240 1.67072 0.02399 0.13 -0.01 -0.56
H -18.69778 1.71656 1.00892 0.12 -0.49 -0.04
H -19.51163 4.00877 1.09319 -0.23 -0.25 -0.09
H -16.97728 3.97488 0.95257 -0.11 -0.65 0.02
H -17.79694 5.24135 0.12476 0.06 0.51 0.20
H -16.67568 5.93110 -1.69283 0.06 0.28 0.65
H -15.95326 4.77828 -2.69037 0.37 -0.32 0.11
H -15.19808 5.01415 -1.08049 -0.08 0.28 0.02
C -12.04133 -2.35784 1.44868 1.26 -1.09 -0.18
C -11.24801 -1.07762 1.28230 0.44 1.64 -0.67
C -9.69805 -1.13083 1.55074 -0.36 -0.45 0.36
N -8.89904 0.21140 1.53099 0.01 0.36 2.19
C -9.19959 1.08898 0.29781 1.69 -0.18 0.46
C -8.21097 2.31844 0.32869 -1.63 -0.91 0.90
C -8.29438 3.07170 1.67676 0.14 0.62 -0.06
C -8.61818 2.33491 2.97200 1.24 -1.41 0.46
C -9.29747 0.96723 2.82395 -1.33 0.97 -0.47
C -7.39173 -0.03475 1.78871 -0.37 -0.59 -1.65
H -12.95073 -2.45957 0.85645 -0.61 1.06 0.86
H -12.05458 -2.59271 2.51299 -0.79 -0.29 -0.15
H -11.59837 -3.20163 0.91963 1.08 -0.10 0.27
H -11.67064 -0.28892 1.90473 -0.06 -0.19 0.47
H -11.46142 -0.68498 0.28813 0.46 -0.19 -0.34
H -9.25485 -1.91266 0.93395 0.32 0.59 -0.66
H -9.48971 -1.50511 2.55303 -0.31 0.12 0.25
H -10.27590 1.25625 0.33865 0.18 0.41 0.01
H -8.95088 0.44916 -0.54888 -0.24 0.01 -0.16
H -8.37832 3.01681 -0.49128 -0.17 -0.18 -0.06
H -7.21788 1.88699 0.20330 -0.02 0.21 -0.16
H -9.03391 3.87100 1.72497 0.03 0.12 -1.05
H -7.31870 3.55385 1.73750 -0.05 0.25 0.43
H -9.15862 2.98238 3.66252 -0.63 -0.16 -0.18
H -7.74374 2.13540 3.59139 0.53 0.07 -0.29
H -10.37757 1.11304 2.83892 -0.12 -0.12 -0.59
H -9.15327 0.35372 3.71327 0.50 -0.35 -0.16
H -7.20908 -0.69127 2.63943 -0.59 -0.13 -0.15
H -6.77645 0.85093 1.94719 -0.78 0.22 0.06
H -7.04328 -0.46749 0.85094 0.25 -0.37 0.17
C -12.82168 2.55611 2.09916 -0.19 0.36 1.19
C -13.43746 2.39283 3.49528 -1.36 -1.76 0.09
C -12.60800 2.35773 4.78794 -0.85 1.14 -1.31
N -13.47992 2.42165 6.08675 -0.15 -1.17 -0.68
C -14.43319 3.58144 6.07211 0.34 0.26 0.13
C -14.95310 3.83185 7.48956 -1.86 1.79 -0.48
C -13.93138 4.16660 8.52879 0.87 -1.06 -0.54
C -13.06090 2.95061 8.53961 1.28 -0.54 1.55
C -12.44516 2.55192 7.20483 -1.50 0.99 0.18
C -14.34425 1.10866 6.28246 1.70 0.73 0.12
H -13.65340 2.97818 1.53507 0.40 -0.06 -0.49
H -12.61758 1.55115 1.72969 0.64 0.43 -0.39
H -12.00665 3.27654 2.16843 0.34 -0.26 -0.66
H -13.90426 1.41372 3.38787 -0.60 -0.05 0.40
H -14.27128 3.09484 3.50117 0.19 0.11 0.70
H -11.97446 3.23596 4.66370 -0.05 0.66 1.14
H -11.83846 1.58581 4.79493 -0.48 -0.74 0.57
H -13.96023 4.46613 5.64582 0.64 0.05 0.40
H -15.17873 3.37353 5.30460 -0.43 -0.39 0.58
H -15.55291 4.74184 7.47404 -0.64 -0.10 -0.69
H -15.63232 3.04468 7.81688 0.15 -0.09 0.04
H -13.30954 5.01799 8.25213 -0.17 0.23 -0.19
H -14.30876 4.35079 9.53464 -0.39 0.00 -0.21
H -12.27733 3.18110 9.26141 0.78 -0.26 -0.32
H -13.53321 2.11296 9.05280 -0.47 -0.19 -0.38
H -11.89230 3.41000 6.82254 0.87 -0.39 0.28
H -11.93068 1.59730 7.31486 0.41 0.27 -0.48
H -15.03751 0.91277 5.46446 0.56 0.01 -0.35
H -14.94487 1.11245 7.19204 0.31 0.59 0.07
H -13.51075 0.42467 6.44223 -0.61 -0.75 -0.45
C -13.28477 -3.33533 -2.71271 1.37 0.09 -0.46
F -14.21047 -2.38196 -2.81061 -0.24 -0.89 -0.12
F -13.19085 -3.73039 -1.41838 -0.52 -0.15 -1.15
F -13.52347 -4.39184 -3.53755 0.11 1.78 1.64
S -11.56236 -2.47889 -3.07308 0.60 -1.43 0.28
O -11.09345 -2.04095 -1.76473 -0.59 0.18 -1.11
O -10.80193 -3.55181 -3.75442 -1.35 2.59 1.40
N -11.96993 -1.05385 -4.00757 0.07 -2.08 4.13
S -11.82198 -1.64383 -5.40334 0.35 -0.89 -7.81
O -10.43154 -1.60020 -5.86019 -1.74 0.23 0.31
O -12.60699 -2.82855 -5.79821 0.89 1.71 1.32
C -12.83309 -0.29822 -6.49764 -0.96 -1.26 0.36
F -12.37169 0.94713 -6.32477 -0.16 -0.49 -0.43
F -12.86477 -0.61288 -7.84715 0.23 0.63 2.53
F -14.16824 -0.32207 -6.03363 2.06 0.10 -0.92
C -18.37154 0.83564 -3.77937 -3.61 -0.15 0.22
F -18.51249 0.39360 -2.57884 -0.35 -1.67 2.83
F -17.70229 1.92588 -3.63286 2.09 1.91 -1.20
F -17.91263 -0.11983 -4.50505 1.99 -0.53 -1.46
S -20.06626 1.19686 -4.46000 -0.18 0.14 -1.43
O -19.88478 2.22292 -5.45200 0.22 0.09 0.44
O -20.57667 -0.08691 -4.96803 0.88 1.92 1.85
N -20.81314 1.93437 -3.02473 3.61 -0.40 -3.35
S -22.18302 1.29810 -3.19254 -6.53 -1.38 0.48
O -22.91514 1.34470 -4.50555 2.25 0.00 2.81
O -22.30211 0.12971 -2.33885 -0.22 0.08 -1.09
C -23.19123 2.52537 -2.21029 -0.84 -4.83 0.82
F -22.95750 3.72098 -2.44955 1.69 5.09 -0.57
F -24.47656 2.34312 -2.48921 -0.63 -0.58 0.36
F -22.99337 2.26928 -0.86451 -0.10 0.61 -0.60
C -18.61714 1.95353 6.28823 2.37 -1.00 -1.81
F -19.86348 1.72011 6.39511 -1.98 -0.20 0.71
F -18.31251 3.20320 6.61087 0.06 -0.03 0.25
F -17.91271 1.08735 7.10000 -0.69 1.27 -1.30
S -18.24338 1.73707 4.30893 -2.57 -0.96 -0.70
O -19.20863 2.55647 3.52614 1.39 -1.73 2.17
O -16.86827 2.06937 4.06598 0.41 0.21 0.64
N -18.60441 0.00143 4.19154 -1.94 4.97 1.49
S -17.36712 -0.59050 3.57662 4.44 -3.67 -1.98
O -17.04182 -0.10420 2.21694 -0.55 -0.93 1.73
O -16.22589 -0.75673 4.49155 -0.66 0.46 -0.80
C -17.87289 -2.49984 3.44596 0.17 1.14 -0.50
F -17.93832 -3.14613 4.60391 0.16 0.46 0.36
F -19.03727 -2.64051 2.84279 -0.67 0.12 -0.30
F -16.95410 -3.11276 2.69616 0.29 0.22 0.01
C -11.55836 5.70731 -0.38596 -0.10 -1.46 -1.74
F -12.59388 4.89977 -0.09386 0.28 -0.48 0.05
F -11.84320 6.85481 0.12057 -0.15 1.80 -0.04
F -10.45063 5.26449 0.16841 0.29 -0.44 -0.03
S -11.49403 5.68172 -2.38726 1.78 2.62 -1.93
O -12.88249 5.64427 -2.72555 -0.51 -0.64 0.46
O -10.75472 6.89067 -2.90925 -1.75 -3.40 2.26
N -10.76459 4.21225 -2.90951 -3.87 1.74 1.89
S -9.39620 4.58667 -3.44663 6.80 0.64 -0.29
O -9.25908 5.30038 -4.68261 -0.73 -0.56 -0.25
O -8.48873 5.07319 -2.38882 -1.02 -1.09 -0.84
C -8.73738 2.80878 -3.90019 -1.45 1.20 1.13
F -9.49708 2.25856 -4.81389 -0.82 -0.35 -1.06
F -7.51025 2.85109 -4.36183 0.31 -0.10 0.66
F -8.89177 1.99382 -2.80220 0.90 0.32 -0.23